No. 1
13
Properties=species:S:1:pos:R:3 method="wB97M-V/def2-TZVPD" charge=0 homo_ev="-7.786 / -6.977" e_above_lowest_ev=4.384 orbital_gap_ha="0.309 / 0.254"
Cl -2.47 -1.48 -0.08
O 1.80 -2.66 -0.37
N -0.26 -0.74 1.00
C 1.28 -1.59 -0.46
C 1.18 -0.66 0.83
C -0.96 0.69 -1.01
C -1.07 -0.54 -0.12
H -0.30 1.24 -0.25
H -0.53 -1.51 1.61
H -1.78 1.23 -1.24
H 1.70 0.24 0.57
H -0.54 0.41 -1.99
H 1.74 -1.07 1.67

=====

No. 2
18
Properties=species:S:1:pos:R:3 method="wB97M-V/def2-TZVPD" charge=0 homo_ev=-8.896 e_above_lowest_ev=4.484 orbital_gap_ha=0.316
O -0.31 3.96 -1.64
N 2.15 1.56 1.28
N 2.80 1.73 0.10
N -0.03 1.67 -2.34
C -0.01 2.82 -1.70
C 0.23 0.68 0.07
C 0.67 1.60 -1.04
C -0.90 -1.33 1.10
C 2.14 1.78 -0.98
C 0.98 1.04 1.28
C -0.58 -0.39 0.00
H 0.55 0.85 2.25
H -0.51 -2.31 0.87
H -1.07 -0.60 -0.95
H -0.48 -1.01 2.05
H 0.27 1.37 -3.26
H 2.68 2.00 -1.89
H -1.98 -1.43 1.20

=====

No. 3
99
Properties=species:S:1:pos:R:3 method="wB97M-V/def2-TZVPD" charge=0 homo_ev=-8.445 e_above_lowest_ev=8.217 orbital_gap_ha=0.333
O 0.79 -0.20 -3.62
O -1.71 3.53 4.63
O -1.91 3.46 7.58
O -0.82 1.60 -3.98
O -2.04 -0.90 6.32
O -1.91 -3.79 6.95
O 4.59 1.39 -5.62
N 0.18 4.20 -2.23
N 0.58 -2.59 -4.75
N -1.25 -3.27 -2.36
N 1.28 -5.72 -3.31
C 2.44 3.73 -1.25
C -2.02 2.37 5.41
C -1.31 -3.88 -3.53
C 2.29 0.12 -0.85
C -2.18 4.86 7.58
C -3.20 -1.15 5.54
C 2.04 -4.47 -3.70
C 3.70 0.36 -6.17
C -2.76 2.75 6.68
C 1.45 2.18 -3.27
C -0.34 3.91 4.75
C -0.28 0.85 -1.68
C -1.91 0.67 -4.18
C -2.15 -1.47 7.63
C 3.37 -0.04 0.29
C 1.24 3.42 -2.29
C -0.97 1.40 1.38
C 2.96 -0.33 -4.92
C -0.86 -3.04 -4.83
C 3.02 0.28 1.75
C 1.55 0.75 2.04
C -1.19 -4.01 5.74
C -1.34 -2.75 7.74
C 1.40 -3.80 -5.04
C -2.13 0.55 -5.79
C 0.48 0.91 0.91
C 0.80 -1.49 -5.73
C 1.33 -0.14 -4.96
C 0.26 1.07 -3.18
C 0.86 0.62 -0.59
H -2.19 5.26 6.57
H -1.11 1.80 5.63
H 1.01 0.75 -5.59
H -1.71 -4.96 -3.56
H -1.49 0.52 1.94
H 2.64 -0.11 -1.90
H -3.20 -1.64 7.90
H -1.00 1.70 -1.45
H -1.14 0.91 -6.26
H 3.12 4.58 -1.63
H -1.52 -2.11 -4.85
H -0.92 -0.12 -1.69
H 0.88 -5.60 -2.37
H 3.82 0.19 2.56
H -0.92 2.27 2.12
H -0.23 -4.48 5.96
H 0.29 3.20 4.22
H -1.08 -3.61 -5.82
H 2.48 1.73 -3.06
H 3.15 -1.47 -5.00
H -0.03 3.97 5.80
H -2.28 -0.52 -6.15
H 2.90 0.80 -6.85
H -0.22 4.90 4.29
H 1.63 -1.73 -6.50
H -2.67 1.74 4.79
H -3.13 5.06 8.08
H -1.74 -0.73 8.33
H -0.47 3.87 -2.96
H 4.31 -0.43 -6.72
H 2.04 3.93 -0.19
H -0.29 -2.58 7.47
H 2.12 -3.73 -2.83
H 0.78 -4.65 -5.51
H -3.49 -2.20 5.55
H -1.37 -3.10 8.78
H -3.06 1.83 7.19
H 3.10 2.79 -1.16
H 1.40 2.57 -4.35
H -0.14 -1.30 -6.35
H -4.03 -0.53 5.90
H -1.38 5.36 8.14
H 4.00 2.16 -5.45
H -1.78 -0.34 -3.67
H -1.02 -3.07 5.20
H -1.66 1.70 0.53
H 4.43 -0.39 -0.02
H -2.98 -0.86 4.51
H 3.10 -4.85 -3.98
H -1.78 -4.67 5.11
H 2.28 -3.63 -5.75
H -0.89 -2.31 -2.49
H 3.41 -0.01 -3.92
H 1.91 -6.53 -3.25
H -3.66 3.32 6.45
H 1.25 0.98 3.13
H -2.86 1.19 -3.78
H -2.93 1.28 -6.17

=====

No. 4
29
Properties=species:S:1:pos:R:3 method="wB97M-V/def2-TZVPD" charge=0 homo_ev=-7.715 orbital_gap_ha=0.281
Se 2.19 -1.91 0.28
Se 2.28 1.77 0.29
Cu 3.36 -0.17 -0.77
P 1.06 -0.03 0.30
O 4.86 0.15 -2.11
C -0.28 1.15 -1.87
C -1.59 -1.19 -2.59
C -0.31 1.14 2.45
C -1.82 -0.02 -3.30
C -1.93 -0.02 3.80
C -1.16 1.15 -2.94
C -0.09 -0.02 1.71
C -0.70 -1.19 -1.52
C -0.78 -1.18 2.04
C -1.70 -1.18 3.08
C -1.23 1.14 3.49
C -0.05 -0.02 -1.15
H -2.50 -0.02 -4.14
H 5.13 1.07 -1.96
H -1.33 2.06 -3.50
H -2.24 -2.09 3.32
H 0.24 2.04 2.20
H 5.62 -0.38 -1.85
H -2.65 -0.02 4.62
H 0.23 2.06 -1.58
H -0.50 -2.11 -0.99
H -1.40 2.04 4.06
H -0.59 -2.10 1.50
H -2.10 -2.11 -2.87

=====

No. 5
10
Properties=species:S:1:pos:R:3 method="wB97M-V/def2-TZVPD" charge=0 homo_ev=-8.453 e_above_lowest_ev=2.135 orbital_gap_ha=0.326
S -3.03 -0.21 -0.02
P 1.17 -0.94 -0.34
N -0.51 -1.10 0.12
N -0.62 1.62 -0.32
C -1.44 -0.20 -0.10
H -1.43 2.20 -0.12
H -0.88 -2.03 0.30
H 1.43 0.13 0.51
H -0.50 1.61 -1.33
H 1.54 -1.91 0.60

=====

No. 6
25
Properties=species:S:1:pos:R:3 method="wB97M-V/def2-TZVPD" charge=+1 homo_ev="-14.316 / -14.299" multiplicity=2 e_above_lowest_ev=1.129 orbital_gap_ha="0.426 / 0.252"
N -0.87 0.95 1.80
C 0.76 0.75 -0.13
C -2.07 0.56 0.98
C -1.12 0.95 3.27
C 1.03 -1.75 -3.13
C 0.32 0.30 1.35
C 1.12 -0.52 -0.93
C 0.72 -0.42 -2.39
H 1.20 -1.59 -4.19
H -1.79 1.82 3.31
H 0.74 -1.47 -0.51
H 0.24 -2.46 -2.92
H 1.27 0.47 1.88
H 1.31 0.40 -2.81
H 1.58 1.48 0.03
H 0.18 -0.78 1.39
H 0.07 1.47 -0.58
H -0.21 1.21 3.80
H 2.03 -2.14 -2.89
H -2.26 -0.46 1.30
H -1.60 0.07 3.68
H -2.80 1.35 1.06
H -1.72 0.61 -0.05
H 2.21 -0.60 -0.75
H -0.33 -0.19 -2.56

=====

No. 7
11
Properties=species:S:1:pos:R:3 method="wB97M-V/def2-TZVPD" charge=0 homo_ev=-9.409 e_above_lowest_ev=2.413 orbital_gap_ha=0.338
S -2.52 0.90 -1.96
S -0.06 1.80 -0.35
O 0.69 -0.86 -0.68
O 1.00 1.38 2.14
N -0.72 -0.73 -0.85
C 0.97 -0.51 0.70
C -1.16 0.50 -1.20
C 0.73 0.92 1.00
H 0.30 -1.03 1.48
H -1.19 -1.50 -1.25
H 1.95 -0.88 0.96

=====

No. 8
99
Properties=species:S:1:pos:R:3 method="wB97M-V/def2-TZVPD" charge=0 homo_ev=-7.299 orbital_gap_ha=0.255
Br -4.15 2.18 6.24
Br -4.75 -0.26 1.35
Br -0.65 1.38 -0.92
Br -9.78 5.59 3.88
Br -1.42 -2.49 -9.34
Br -7.73 3.00 6.75
Br 0.14 -1.91 0.55
Br -0.25 0.75 3.11
Br -3.90 1.49 3.56
Br 7.23 -0.60 -7.85
Br -1.19 5.00 7.52
Br -6.20 4.86 3.48
Br -6.95 -2.99 0.19
Br 8.36 -3.39 -5.73
Br -0.19 -5.02 -6.97
Br -3.44 7.87 8.04
P 3.31 -3.62 1.71
O 3.39 -1.26 -4.27
O 4.74 -1.53 0.55
O 2.78 -5.14 2.21
C 1.49 -4.05 -0.47
C 5.28 -1.58 -2.93
C -7.35 -1.11 0.47
C 5.70 -1.69 -1.60
C -5.03 3.91 6.45
C -8.23 6.50 4.64
C 3.82 -1.77 -3.26
C 1.31 -3.13 -4.08
C 1.09 -3.93 -1.78
C 7.96 -1.28 -2.27
C -7.10 6.57 3.65
C -1.55 -0.92 0.53
C -1.51 6.55 6.39
C 3.39 -2.68 -0.98
C 2.98 -2.57 -2.31
C 7.55 -1.68 0.16
C 2.68 -3.42 -0.04
C -2.30 2.39 4.31
C 4.63 -1.94 -0.59
C 1.80 -3.21 -2.73
C -1.18 2.45 3.30
C -1.69 7.80 7.21
C 6.20 -1.31 -3.92
C -6.20 -0.23 0.04
C -6.13 3.87 7.47
C -1.75 -0.21 -0.78
C 7.34 -3.42 -7.39
C 7.04 -1.55 -1.26
C 7.83 -2.38 -8.35
C 7.53 -1.14 -3.58
C -1.16 -5.26 -8.63
C 2.51 -2.45 2.88
C 0.83 -2.74 -5.10
C -0.71 -4.27 -9.68
H -5.86 3.33 8.37
H 3.06 -5.74 1.51
H 9.00 -1.15 -1.99
H 6.30 -3.29 -7.12
H -7.42 6.86 2.66
H -1.50 2.74 2.30
H -2.62 3.39 4.56
H -0.95 -6.27 -8.96
H 0.56 -2.42 -6.08
H -7.60 -0.99 1.52
H -2.78 0.14 -0.86
H -1.52 -0.83 -1.64
H 1.44 -2.34 2.73
H 0.16 -4.41 -2.08
H -2.22 -5.17 -8.40
H 5.84 -1.22 -4.94
H -5.77 -0.53 -0.91
H -5.37 4.20 5.45
H 7.13 -0.90 0.79
H -8.22 -0.91 -0.14
H -7.97 5.96 5.55
H -1.52 -0.24 1.38
H -1.64 8.68 6.57
H -8.58 7.49 4.90
H 0.92 -4.61 0.26
H -6.45 4.88 7.73
H 0.37 -4.17 -9.72
H -2.38 6.32 5.78
H 7.42 -2.56 -9.35
H 3.03 -1.50 2.84
H -4.24 4.59 6.78
H -1.09 -4.55 -10.66
H -0.95 7.90 8.00
H 2.67 -2.86 3.89
H -6.51 0.81 -0.01
H 7.49 -4.42 -7.79
H -2.01 1.86 5.20
H -0.63 6.63 5.75
H 8.22 -0.90 -4.38
H 7.21 -2.63 0.58
H 8.92 -2.34 -8.42
H -6.33 7.27 4.00
H 8.64 -1.61 0.21
H -0.41 3.14 3.65
H -2.32 -1.67 0.68

=====

no.,E (hartree)
1,-746.06614
2,-510.31948
3,-1923.16099
4,-7324.48378
5,-890.06359
6,-331.31310
7,-1117.63740
8,-43073.74953